Entry from the Open Molecules 2025 dataset: 11 unconnected molecules or ions with the total composition C26H78N4O11 in a non-equilibrium geometry (ωB97M-V/def2-TZVPD).

Structure (XYZ):
```
119
C26H78N4O11 | the Open Molecules 2025 dataset | ωB97M-V/def2-TZVPD
C 15.46619 19.09874 17.65297
O 16.21722 17.87154 17.59117
C 15.42469 16.73021 17.38898
C 14.66080 16.35367 18.68271
C 15.63225 15.97991 19.84938
N 13.80302 15.16231 18.33468
H 14.84928 19.28282 18.52169
H 14.87301 19.26923 16.72336
H 16.21984 19.93867 17.62641
H 14.74565 16.86562 16.52390
H 16.05456 15.87504 17.17244
H 14.03662 17.22195 18.99259
H 15.15221 15.79248 20.83224
H 16.37455 16.78319 20.04012
H 16.17638 15.09734 19.55085
H 13.20246 15.29856 17.52843
H 13.20092 14.90845 19.12065
C 7.59218 11.04984 11.57445
O 7.26706 11.46757 10.29211
C 7.83025 12.74466 9.99733
C 7.71108 12.93586 8.50839
C 8.42462 11.80406 7.82845
N 8.31301 14.21873 8.06940
H 7.35034 11.75961 12.33807
H 8.65077 10.75428 11.70597
H 6.96891 10.17756 11.77265
H 7.35524 13.55670 10.49528
H 8.89704 12.77483 10.36458
H 6.63027 12.91176 8.26571
H 9.46225 11.62836 8.14824
H 8.53582 11.90086 6.74258
H 7.85496 10.87284 8.00999
H 9.31982 14.23005 8.12810
H 7.97646 15.05958 8.56652
C 5.09138 11.37043 15.26240
O 6.44697 10.92097 15.39644
C 6.69855 9.58675 14.86937
C 8.16919 9.41375 14.91030
C 8.57574 8.19930 14.16066
N 8.78031 9.44597 16.26850
H 4.55340 11.04637 16.13907
H 4.61161 11.10843 14.28764
H 5.09148 12.46043 15.32334
H 6.18484 8.84968 15.49919
H 6.29979 9.61337 13.83881
H 8.55942 10.31066 14.35630
H 9.62469 8.13978 14.04332
H 8.09967 8.17522 13.22297
H 8.23815 7.31196 14.71465
H 8.63594 8.53544 16.73031
H 8.26627 10.18793 16.79690
C 13.90761 10.88363 11.78858
O 13.47502 12.21028 11.39775
C 12.14904 12.41546 11.82890
C 11.59316 13.85423 11.57615
C 11.75976 14.14453 10.11023
N 12.26357 14.85461 12.37700
H 13.47110 10.68637 12.77566
H 14.96807 10.84936 11.75536
H 13.50113 10.13760 11.12077
H 11.47351 11.70908 11.29886
H 12.08977 12.30367 12.89621
H 10.49783 13.72644 11.76718
H 11.41281 13.24754 9.55367
H 12.83894 14.31407 9.89000
H 11.20617 15.03601 9.78169
H 13.25302 14.77851 12.20201
H 12.09899 14.68390 13.36748
C 11.26243 12.56391 18.07533
C 10.69550 12.77357 19.48778
O 10.83009 14.22143 19.68147
H 11.64201 11.55731 17.98519
H 12.23215 13.13289 17.89392
H 10.54006 12.66854 17.26968
H 11.29472 12.29636 20.23776
H 9.71659 12.37728 19.63262
H 10.27021 14.49169 20.43126
C 10.94062 17.72854 17.00255
C 9.94296 16.68115 17.41878
O 10.44970 15.35916 17.06450
H 10.84100 17.75914 15.91600
H 11.95251 17.48734 17.28677
H 10.58674 18.72753 17.41208
H 8.96538 16.84997 16.94144
H 9.85391 16.67684 18.52585
H 10.38282 14.81406 17.86608
C 6.30232 16.17665 14.19040
C 7.37575 15.14906 14.35005
O 8.12211 15.07357 13.14143
H 5.86004 16.48567 15.14372
H 5.55281 15.70867 13.51143
H 6.75704 17.03492 13.71874
H 6.93639 14.19079 14.64466
H 8.04770 15.41212 15.15127
H 9.06902 14.85177 13.32709
C 14.02116 12.71198 15.81705
O 14.74339 12.63628 17.07276
H 12.97105 12.35387 15.97926
H 14.08520 13.71807 15.46674
H 14.54463 12.09822 15.05499
H 14.42493 13.43687 17.55660
C 12.87175 9.32985 16.19829
O 11.98169 10.08562 15.40624
H 12.46729 9.29275 17.25217
H 12.91388 8.27894 15.83905
H 13.84866 9.70578 16.22194
H 11.02808 9.95996 15.66369
C 9.72522 12.76290 14.68695
O 10.24978 14.07388 14.56125
H 8.87402 12.59580 15.41729
H 9.36043 12.40442 13.72026
H 10.51689 12.09792 14.96132
H 10.37467 14.47185 15.44953
C 7.46502 13.59443 17.81728
O 7.45498 12.25677 17.37742
H 6.74312 14.19305 17.21533
H 7.02341 13.72296 18.77914
H 8.39877 14.08682 17.72135
H 7.13915 12.25530 16.46142
```

The total energy is -56705.1538 eV. The SMILES is COC[C@H](C)N.COC[C@H](C)N.COC[C@H](C)N.COC[C@H](C)N.CCO.CCO.CCO.CO.CO.CO.CO. The energy relative to the best compared isomer or geometry (same formula, charge and spin) comes out at 49.3 kcal per mole. Its charge is 0. As for the orbital gap: 8.86 eV. Its LUMO energy is 0.17 eV.